Record 1
Entry from the Open Molecules 2025 dataset: a 8-piece molecular cluster, C26H46Br14Cl2INO2 overall in a non-equilibrium geometry (the ωB97M-V functional and the def2-TZVPD basis).

Each line ends with the Löwdin charge.
Positions of all 92 atoms, in Å:
C (-7.0991, -3.3451, -4.7650)  0.0417
C (-7.3656, -4.1312, -5.9266)  -0.0873
C (-7.6793, -5.3117, -7.0322)  -0.2227
C (-6.7071, -6.6272, -6.9229)  -0.1725
C (-5.2776, -6.5001, -7.7236)  -0.2090
N (-4.7575, -5.0644, -7.8293)  -0.1263
C (-3.7116, -4.9589, -6.6993)  -0.2953
O (-4.1865, -4.4828, -5.5351)  0.0012
O (-2.3450, -5.4281, -6.9567)  -0.0954
C (-1.3303, -4.6956, -6.1943)  -0.5738
Cl (-1.4864, -2.8226, -6.3215)  0.5711
C (-1.1695, -5.1144, -4.6237)  -0.6047
C (-1.8317, -6.5441, -4.1903)  -0.1247
Cl (-1.7430, -3.7120, -3.4945)  0.4352
C (-4.1419, -4.7820, -9.1804)  -0.6439
I (-5.8664, -4.6648, -10.5937)  0.7820
C (-3.4051, -3.3036, -9.2983)  -0.2825
C (-1.8335, -3.4637, -9.8381)  -0.1331
H (-6.9594, -2.7124, -3.7715)  -0.0078
H (-7.7152, -4.8149, -8.1031)  0.0580
H (-8.7949, -5.6776, -6.8175)  0.1190
H (-6.4893, -6.8233, -5.7897)  0.1195
H (-7.2735, -7.5685, -7.3764)  0.1228
H (-4.4655, -7.0920, -7.0800)  0.1326
H (-5.3358, -7.0599, -8.7512)  0.1057
H (-0.2830, -4.9387, -6.7147)  0.1462
H (0.0011, -5.2016, -4.4076)  0.1216
H (-2.7179, -6.9183, -4.8547)  0.0764
H (-0.9784, -7.3640, -4.0310)  0.0967
H (-2.2899, -6.3851, -3.0997)  0.0891
H (-3.4865, -5.6701, -9.5899)  0.1075
H (-3.9443, -2.6645, -10.1505)  0.0665
H (-3.4928, -2.6613, -8.3214)  0.0950
H (-1.1325, -3.8877, -9.0028)  0.0450
H (-1.8206, -4.2608, -10.7233)  0.0881
H (-1.5111, -2.4165, -10.2622)  0.0859
Br (-4.7626, -1.7624, -2.2448)  0.6317
C (-3.7694, -0.5914, -1.0423)  -0.6828
C (-2.9022, 0.3755, -1.8139)  -0.6716
Br (-1.2979, -0.5024, -2.4928)  0.5903
H (-3.2038, -1.2359, -0.3636)  0.0560
H (-4.5337, -0.0545, -0.4733)  0.0569
H (-2.5348, 1.1712, -1.1594)  0.0571
H (-3.4090, 0.8233, -2.6731)  0.0566
Br (0.7903, 3.2788, -2.4754)  0.5894
C (2.3973, 2.6043, -1.6002)  -0.6835
C (2.2518, 1.1443, -1.2404)  -0.6892
Br (1.1367, 0.9156, 0.3438)  0.5624
H (2.5847, 3.2481, -0.7362)  0.0411
H (3.1986, 2.7434, -2.3315)  0.0600
H (3.2207, 0.7151, -0.9698)  -0.0074
H (1.8030, 0.5433, -2.0362)  0.0376
Br (4.6332, -1.5310, 0.0595)  0.6427
C (5.2676, -1.7513, 1.8905)  -0.6779
C (4.1923, -1.3905, 2.8885)  -0.6793
Br (4.0002, 0.5440, 3.0506)  0.6194
H (6.1732, -1.1463, 1.9899)  0.0564
H (5.5322, -2.8092, 1.9741)  0.0618
H (4.4651, -1.7335, 3.8906)  -0.0010
H (3.2074, -1.7885, 2.6290)  0.0600
Br (2.5471, -2.5981, 6.6455)  0.6014
C (3.5403, -1.4271, 7.8480)  -0.6881
C (4.4075, -0.4602, 7.0764)  -0.6876
Br (6.0118, -1.3382, 6.3975)  0.6169
H (4.1059, -2.0717, 8.5267)  0.0535
H (2.7760, -0.8902, 8.4170)  0.0600
H (4.7749, 0.3354, 7.7308)  0.0607
H (3.9007, -0.0124, 6.2172)  0.0224
Br (2.4557, 4.9784, 2.5039)  0.5974
C (1.5983, 3.6374, 3.6308)  -0.6985
C (1.5512, 4.0847, 5.0730)  -0.6817
Br (3.2908, 3.8816, 5.9321)  0.5906
H (2.1434, 2.7008, 3.4840)  -0.0161
H (0.5875, 3.5311, 3.2267)  0.0618
H (0.8732, 3.4508, 5.6517)  0.0628
H (1.2554, 5.1304, 5.1942)  0.0421
Br (1.4643, 7.0256, 8.1946)  0.5903
C (3.1094, 7.8500, 7.5482)  -0.6877
C (4.3231, 7.2370, 8.2065)  -0.6993
Br (4.5514, 7.9034, 10.0257)  0.5858
H (3.0175, 8.9258, 7.7222)  0.0548
H (3.1177, 7.6605, 6.4711)  0.0546
H (5.2364, 7.5295, 7.6805)  0.0604
H (4.2791, 6.1462, 8.2692)  0.0323
Br (2.9024, 10.3995, 12.7040)  0.5882
C (4.6712, 11.1898, 12.9288)  -0.6953
C (4.8116, 12.4553, 12.1157)  -0.6965
Br (5.0892, 12.0536, 10.2270)  0.5834
H (5.4012, 10.4199, 12.6637)  0.0504
H (4.7513, 11.4072, 13.9977)  0.0569
H (5.7015, 13.0133, 12.4209)  0.0568
H (3.9386, 13.1108, 12.1777)  0.0527

The lowest unoccupied orbital energy is 0.00491 Eh. The value obtained for the total energy is -1047024.512 eV. The SMILES is C#CCCCN(C(=O)O[C@@H](Cl)[C@H](C)Cl)[C@@H](I)CC.BrCCBr.BrCCBr.BrCCBr.BrCCBr.BrCCBr.BrCCBr.BrCCBr.


Record 2
Entry from the Open Molecules 2025 dataset: an isolated ion of composition C5H8N and charge +1 in a non-equilibrium geometry (the ωB97M-V functional and the def2-TZVPD basis).

Each line ends with the natural charge from an NBO analysis.
Positions of all 14 atoms, in Å:
C (0.6324, 0.2216, -0.2702)  0.1103
C (-1.3843, -0.1961, 0.9805)  -0.5430
C (-1.5554, -0.3002, -0.5163)  -0.3390
C (0.0737, 0.0644, 1.0266)  0.1851
C (2.2398, 0.4530, -0.6763)  -0.5860
N (-0.3346, 0.0261, -1.1810)  -0.0844
H (-1.8578, 0.7317, 1.2911)  0.3224
H (-1.5201, -1.2105, 1.3971)  0.3078
H (-1.9208, -1.2797, -0.9178)  0.3227
H (-2.2977, 0.1157, -1.1597)  0.3093
H (0.4903, 0.0030, 2.0428)  0.2571
H (2.5423, -0.5541, -0.8357)  0.2514
H (2.7136, 0.6498, 0.1997)  0.2232
H (2.1787, 1.2754, -1.3806)  0.2631

The calculation puts the relative energy (zero: lowest compared OMol25 entry of this formula, charge and spin) at 91.7 kcal/mol. The lowest unoccupied orbital energy is -0.26867 Eh. The value obtained for the total energy is -6794.111 eV. Its net charge is +1.


Record 3
Entry from the Open Molecules 2025 dataset: C39H34GdN5O6PS2 as an isolated structure in a non-equilibrium geometry (the ωB97M-V functional and the def2-TZVPD basis).

Each line ends with the Löwdin spin population.
Positions of all 88 atoms, in Å:
Gd (1.0713, -0.9200, -0.9066)  7.1157
O (0.7346, -3.2832, -1.0639)  -0.0004
C (0.7729, -3.0791, 0.1630)  0.0002
O (1.6174, -2.2425, 0.6667)  -0.0313
C (-0.2790, -3.6042, 1.0744)  -0.0010
C (-0.6077, -4.9525, 1.1188)  -0.0001
C (-1.5844, -5.3835, 2.0033)  0.0000
C (-2.2521, -4.4577, 2.7946)  -0.0003
C (-1.9639, -3.1044, 2.6963)  -0.0003
C (-0.9612, -2.6552, 1.8419)  -0.0015
P (-0.4951, -0.8699, 1.6819)  -0.0074
C (-2.1200, -0.0410, 1.9008)  -0.0007
C (-2.2348, 1.1357, 2.6425)  -0.0005
C (-3.4507, 1.8013, 2.7294)  0.0001
C (-4.5632, 1.3095, 2.0614)  -0.0006
C (-4.4534, 0.1574, 1.2919)  0.0001
C (-3.2381, -0.5122, 1.2079)  -0.0006
C (0.3037, -0.5986, 3.3213)  -0.0016
C (-0.4181, -0.5951, 4.5189)  -0.0004
C (0.2287, -0.3868, 5.7286)  -0.0001
C (1.6033, -0.1803, 5.7613)  0.0000
C (2.3295, -0.1951, 4.5836)  0.0000
C (1.6830, -0.4043, 3.3700)  -0.0002
H (-0.0897, -5.6513, 0.4708)  0.0000
H (-1.8292, -6.4379, 2.0666)  0.0000
H (-3.0127, -4.7901, 3.4923)  0.0000
H (-2.5389, -2.3978, 3.2815)  0.0000
H (-1.3759, 1.5288, 3.1757)  0.0000
H (-3.5245, 2.7112, 3.3149)  0.0000
H (-5.5148, 1.8259, 2.1360)  0.0000
H (-5.3188, -0.2227, 0.7584)  0.0000
H (-3.1521, -1.4083, 0.6054)  0.0000
H (-1.4897, -0.7477, 4.5147)  0.0000
H (-0.3451, -0.3799, 6.6472)  0.0000
H (2.0991, -0.0089, 6.7103)  0.0000
H (3.4011, -0.0379, 4.6020)  0.0000
H (2.2516, -0.4184, 2.4554)  0.0000
O (-1.2118, -1.0401, -1.2780)  -0.0157
C (-2.0637, -0.3387, -1.9429)  0.0003
C (-1.7849, 0.8900, -2.5994)  0.0004
C (-2.8035, 1.5801, -3.2470)  0.0004
C (-2.5406, 2.7959, -3.8648)  0.0003
C (-1.2568, 3.3658, -3.9380)  0.0006
C (-0.2283, 2.7038, -3.3158)  0.0000
C (-0.4385, 1.4915, -2.5961)  0.0010
O (0.5223, 0.9553, -1.9510)  -0.0018
N (-3.6757, 3.5385, -4.4689)  0.0000
O (-4.7856, 3.0424, -4.3788)  0.0001
O (-3.4218, 4.5935, -5.0171)  0.0000
H (-3.0929, -0.6921, -2.0136)  -0.0009
H (-3.8114, 1.1850, -3.2579)  0.0000
H (-1.1176, 4.2928, -4.4721)  0.0000
H (0.7865, 3.0867, -3.3520)  0.0000
C (4.0075, -5.8600, -3.7694)  0.0001
C (3.7573, -4.5449, -3.1134)  0.0004
C (4.4289, -4.0777, -2.0230)  -0.0003
C (4.0720, -2.8251, -1.4961)  0.0001
N (3.0966, -2.0956, -2.0266)  -0.0052
C (2.4365, -2.5490, -3.1171)  -0.0002
S (1.1928, -1.6667, -3.7949)  -0.0191
N (2.7990, -3.7527, -3.6482)  -0.0009
C (4.7676, -2.2628, -0.2989)  0.0000
H (4.7231, -6.4455, -3.2007)  0.0000
H (4.4043, -5.7078, -4.7772)  0.0000
H (3.0769, -6.4249, -3.8601)  0.0000
H (5.2118, -4.6650, -1.5644)  -0.0001
H (2.2591, -4.0636, -4.4398)  -0.0003
H (5.6300, -2.8591, -0.0140)  0.0000
H (4.0640, -2.2303, 0.5340)  0.0001
H (5.0758, -1.2384, -0.5052)  0.0000
N (2.6145, 3.6110, -0.6585)  -0.0025
C (1.9408, 2.6679, -0.0066)  -0.0033
S (2.7260, 1.1691, 0.2865)  -0.0198
N (0.7337, 2.9906, 0.4782)  -0.0018
C (0.0003, 4.1903, 0.1827)  0.0000
C (0.5849, 5.4445, 0.3510)  -0.0002
C (-0.1345, 6.5886, 0.0380)  0.0000
C (-1.4428, 6.4949, -0.4147)  -0.0002
C (-2.0349, 5.2460, -0.5431)  0.0000
C (-1.3152, 4.0967, -0.2525)  -0.0002
H (3.5068, 3.3560, -1.0401)  -0.0001
H (2.1718, 4.4638, -0.9582)  -0.0001
H (0.2212, 2.2281, 0.8764)  0.0000
H (1.5814, 5.5352, 0.7697)  0.0000
H (0.3250, 7.5609, 0.1714)  0.0000
H (-2.0040, 7.3914, -0.6507)  0.0000
H (-3.0650, 5.1579, -0.8718)  0.0000
H (-1.7723, 3.1226, -0.3682)  0.0000

The calculation puts the relative energy (zero: lowest compared OMol25 entry of this formula, charge and spin) at 0.0 kcal/mol. Its multiplicity is 8. The lowest unoccupied orbital energy (spin up / spin down) is -0.13317 / -0.10640 Eh. The value obtained for the total energy is -112521.778 eV. Its net charge is +1. The expectation value of S² is 15.847.


Record 4
Entry from the Open Molecules 2025 dataset: a 7-piece molecular cluster, C29H50FN8O4Si overall in a non-equilibrium geometry (the ωB97M-V functional and the def2-TZVPD basis).

Each line ends with the Löwdin charge.
Positions of all 93 atoms, in Å:
C (-2.2366, -0.2253, 0.9971)  -0.1984
C (-0.8545, -0.8354, 1.2847)  -0.2970
Si (0.3364, -0.8393, -0.1608)  0.6423
N (-0.3408, -1.4466, -1.6617)  -0.0464
C (1.1503, 0.8562, -0.5660)  -0.7150
O (2.1257, 1.2681, 0.0938)  -0.0882
O (0.5568, 1.4472, -1.5446)  -0.1454
C (1.7493, -2.0381, 0.4702)  -0.4085
O (2.6456, -1.6591, 1.1692)  0.0461
N (1.7480, -3.4817, 0.1209)  0.1079
C (1.3588, -4.3411, 1.1576)  -0.5335
O (0.2923, -4.5135, 1.6150)  0.1721
F (2.4213, -5.0231, 1.6560)  0.0875
H (-2.2213, 0.8533, 1.1666)  0.0438
H (-2.9828, -0.6417, 1.6795)  0.0085
H (-2.5645, -0.4693, -0.0149)  0.0265
H (-0.3617, -0.3545, 2.1371)  0.0792
H (-0.9983, -1.8889, 1.5709)  0.0304
H (0.3789, -1.3340, -2.3734)  0.0296
H (-0.6004, -2.4297, -1.6548)  0.0219
H (1.0921, -3.6148, -0.6469)  0.1032
C (-1.8448, 2.7514, -5.1581)  -0.1192
C (-2.3568, 3.5967, -3.9997)  -0.2656
C (-1.8393, 3.1082, -2.6431)  -0.1835
C (-2.2509, 1.7384, -2.3410)  -0.2402
N (-2.4837, 0.6396, -2.1167)  0.1753
H (-2.1979, 1.7205, -5.0832)  0.0701
H (-2.1900, 3.1521, -6.1131)  0.0673
H (-0.7590, 2.7412, -5.1721)  0.0418
H (-3.4511, 3.6035, -3.9967)  0.0927
H (-2.0282, 4.6282, -4.1409)  0.0956
H (-2.1915, 3.7523, -1.8345)  0.1161
H (-0.7485, 3.1206, -2.6201)  0.0863
C (6.7689, -3.2899, -2.3737)  -0.1153
C (5.9659, -2.0262, -2.0880)  -0.2556
C (4.5557, -2.3206, -1.5679)  -0.1885
C (3.7686, -3.0863, -2.5378)  -0.2488
N (3.1302, -3.6809, -3.2845)  0.1361
H (6.2992, -3.8891, -3.1555)  0.0678
H (7.7760, -3.0390, -2.7094)  0.0668
H (6.8567, -3.9086, -1.4784)  0.0747
H (5.8981, -1.4223, -2.9951)  0.1100
H (6.4848, -1.4230, -1.3416)  0.1090
H (4.0202, -1.3937, -1.3541)  0.1177
H (4.5935, -2.8937, -0.6397)  0.1120
C (-5.6300, 2.5929, -1.6564)  -0.1116
C (-6.8191, 2.3737, -0.7277)  -0.2610
C (-6.6241, 3.0181, 0.6505)  -0.1950
C (-5.4501, 2.4636, 1.3259)  -0.2213
N (-4.5140, 1.9855, 1.7859)  0.1798
H (-4.7237, 2.1335, -1.2593)  0.0510
H (-5.8179, 2.1464, -2.6327)  0.0769
H (-5.4388, 3.6587, -1.8041)  0.0771
H (-6.9891, 1.3026, -0.6026)  0.1110
H (-7.7230, 2.7914, -1.1771)  0.1026
H (-7.4972, 2.8513, 1.2831)  0.1107
H (-6.4851, 4.0963, 0.5507)  0.1167
C (3.2471, 5.9813, -2.3000)  -0.1200
C (2.6449, 4.6475, -1.8683)  -0.2530
C (2.4931, 3.6513, -3.0190)  -0.1845
C (1.6043, 4.1623, -4.0598)  -0.2250
N (0.8930, 4.5826, -4.8599)  0.1509
H (2.6102, 6.4907, -3.0263)  0.0643
H (3.3656, 6.6457, -1.4425)  0.0648
H (4.2311, 5.8404, -2.7538)  0.0696
H (1.6676, 4.8120, -1.4115)  0.1127
H (3.2699, 4.1836, -1.1056)  0.1100
H (2.0675, 2.7163, -2.6323)  0.0886
H (3.4622, 3.4319, -3.4740)  0.1194
C (-5.4733, -1.3666, 4.9027)  -0.1087
C (-6.2211, -2.2070, 3.8749)  -0.2631
C (-5.4441, -3.4592, 3.4518)  -0.1890
C (-4.1609, -3.1013, 2.8468)  -0.1941
N (-3.1795, -2.7516, 2.3668)  0.1999
H (-4.5318, -0.9941, 4.4976)  0.0728
H (-6.0685, -0.5024, 5.1982)  0.0698
H (-5.2533, -1.9484, 5.8006)  0.0742
H (-6.4296, -1.5995, 2.9922)  0.1097
H (-7.1843, -2.5201, 4.2842)  0.1028
H (-6.0155, -4.0382, 2.7252)  0.1142
H (-5.2521, -4.1014, 4.3136)  0.1166
C (4.9884, -2.7760, 3.0548)  -0.1113
C (4.6870, -3.2047, 4.4840)  -0.2572
C (5.1937, -2.2017, 5.5271)  -0.1942
C (6.6495, -2.0480, 5.4715)  -0.2463
N (7.7923, -1.9497, 5.4289)  0.1318
H (6.0643, -2.7100, 2.8764)  0.0711
H (4.5759, -3.4942, 2.3476)  0.0566
H (4.5415, -1.8078, 2.8333)  0.0689
H (5.1282, -4.1841, 4.6836)  0.1089
H (3.6076, -3.3101, 4.6066)  0.1090
H (4.9324, -2.5286, 6.5348)  0.1124
H (4.7381, -1.2236, 5.3634)  0.1216

The lowest unoccupied orbital energy is 0.07868 Eh. The value obtained for the total energy is -61592.515 eV. Its net charge is -1.


- What is the formula in the second record?
  C5H8N